[1]
C37H56GeN5O8P2S2Y | wB97M-V/def2-TZVPD

Element x y z (Å)
Y: -1.07397 -0.93325 0.88779
O: -5.15106 -2.85258 0.89657
C: -4.15354 -2.22643 1.22231
N: -3.36187 -1.46006 0.43912
C: -3.88107 -0.94614 -0.72388
O: -5.00118 -0.52259 -0.90434
C: -2.88436 -0.90099 -1.86913
C: -3.29144 -0.39013 -3.09035
C: -2.38984 -0.43600 -4.13437
C: -1.15633 -1.04019 -3.93787
C: -0.82474 -1.57271 -2.69613
N: -1.67851 -1.43598 -1.66049
C: -3.68229 -2.33652 2.66202
C: -4.44377 -3.08123 3.55153
C: -4.06596 -3.12376 4.88103
C: -2.94129 -2.41765 5.27792
C: -2.22830 -1.71948 4.31959
N: -2.57789 -1.67957 3.03154
H: -4.28625 0.02520 -3.17204
H: -2.64705 -0.02929 -5.10573
H: -0.45919 -1.11689 -4.75974
H: 0.87985 -1.92988 -1.52548
H: -5.31774 -3.59051 3.17272
H: -4.64455 -3.68943 5.60103
H: -2.61225 -2.40323 6.30844
H: -1.33523 -1.17224 4.58933
C: -2.25709 -4.50776 -0.35460
C: -1.27283 -4.50216 0.76779
N: -0.68425 -3.43857 1.25594
C: 0.15177 -3.76023 2.30871
C: 0.17981 -5.08005 2.62599
S: -0.83596 -5.95038 1.56658
C: 0.90718 -2.72088 3.01821
C: 1.98130 -2.96393 3.81435
S: 2.44851 -1.52298 4.59450
C: 1.22089 -0.65586 3.77658
N: 0.49606 -1.40311 2.98112
C: 1.01918 0.80251 4.02477
H: -2.10680 -3.62853 -0.97183
H: -3.27906 -4.48040 0.02931
H: -2.13912 -5.40488 -0.96210
H: 0.72446 -5.55591 3.42624
H: 2.49324 -3.90199 3.96295
H: 1.52137 1.10753 4.94416
H: -0.04823 1.00770 4.12800
H: 1.39813 1.38162 3.17829
C: -0.82188 2.92893 -3.63405
C: -2.07832 3.12082 -2.81187
C: -2.34226 4.56764 -2.44827
O: -2.07683 2.26690 -1.63196
P: -1.12097 2.19817 -0.38125
O: -1.75108 1.16725 0.52576
C: 0.53688 1.80151 -0.85074
P: 1.44067 0.89776 0.53900
O: 0.69785 -0.59968 -0.00790
O: 2.13441 2.61790 1.13704
C: 2.82812 3.56704 0.37369
C: 2.10620 4.91356 0.41163
C: 4.26611 3.75101 0.85907
O: 2.84972 0.63838 -0.32323
C: 3.86886 -0.21599 0.21468
C: 4.28618 0.14242 1.63398
C: 3.49003 -1.68803 0.12303
O: -1.05363 3.61273 0.28548
C: -1.80447 4.03560 1.46687
C: -1.06566 3.55463 2.69513
C: -1.89477 5.54198 1.38376
H: -0.95277 3.41172 -4.60466
H: -0.62668 1.86883 -3.79899
H: 0.05001 3.37773 -3.15304
H: -2.93105 2.73182 -3.36760
H: -1.50095 5.00724 -1.91428
H: -3.23853 4.65086 -1.83216
H: -2.50245 5.14248 -3.36344
H: 1.04785 2.72096 -1.13806
H: 0.49714 1.11772 -1.70138
H: 2.89682 3.24711 -0.68173
H: 2.08826 5.29454 1.43929
H: 1.07202 4.80757 0.08128
H: 2.60400 5.65857 -0.21816
H: 4.26527 3.88083 1.94562
H: 4.73876 4.62923 0.40654
H: 4.87734 2.88355 0.61419
H: 4.71971 -0.04322 -0.45003
H: 3.44431 0.02653 2.31987
H: 4.62954 1.16744 1.71283
H: 5.08324 -0.53132 1.96303
H: 2.69766 -1.94254 0.82912
H: 4.36711 -2.30736 0.33585
H: 3.12726 -1.92433 -0.87759
H: -2.79501 3.58198 1.40317
H: -0.02778 3.89313 2.65814
H: -1.06542 2.46685 2.73829
H: -1.55015 3.94035 3.59511
H: -0.89016 5.96941 1.36656
H: -2.42224 5.93470 2.25460
H: -2.42643 5.85603 0.48562
C: 3.29238 -3.53098 -3.16036
Ge: 1.84705 -2.37923 -3.80744
C: 1.24946 -3.16071 -5.50610
C: 2.49710 -0.54923 -4.03046
C: 0.43668 -2.34524 -2.43860
H: 3.82776 -3.95801 -4.01112
H: 2.89920 -4.35357 -2.55898
H: 4.00660 -2.97696 -2.55067
H: 2.03494 -3.05686 -6.25837
H: 0.34141 -2.70596 -5.90179
H: 1.05594 -4.22793 -5.37149
H: 3.39808 -0.52394 -4.64636
H: 2.73239 -0.12902 -3.04747
H: 1.74971 0.09492 -4.49971
H: 0.15076 -3.37646 -2.19530

For the frontier orbital gap, the calculation gives 6.3251 eV. The lowest unoccupied orbital energy comes out at 0.000 hartree. Its highest occupied orbital energy is -0.233 Ha. The largest force on an atom is 1.1 eV/Å. The multiplicity is 1. The net charge is 0. As for the energy above the lowest of the compared OMol25 structures with the same formula, charge and spin: 0.0 kcal/mol.


[2]
C37H57BGeN10S2Si3Sr | wB97M-V/def2-TZVPD

Element x y z (Å)
Sr: -0.67186 1.43515 -0.71373
C: -0.15908 4.58662 0.06221
N: 0.19843 3.49580 0.98712
C: -0.62383 3.55355 2.20156
C: -1.87224 2.69441 2.12901
N: -1.58463 1.25917 1.97404
C: -2.84275 0.50013 1.96186
C: -0.67942 0.73240 2.96760
C: -0.71360 1.16727 4.28678
C: 0.21020 0.71774 5.21809
C: 1.19044 -0.17911 4.82539
C: 1.20514 -0.65297 3.52394
C: 0.25775 -0.23684 2.59632
S: 0.15871 -0.92475 0.96723
C: 1.63013 3.54382 1.24264
C: 2.11972 4.16219 2.39014
C: 3.47891 4.23143 2.65428
C: 4.36693 3.69369 1.73557
C: 3.88656 3.11600 0.57537
C: 2.51835 3.02144 0.28428
S: 2.03919 2.33068 -1.25483
H: 0.01524 5.56590 0.52582
H: -1.21421 4.52469 -0.21428
H: 0.44710 4.50706 -0.83978
H: -0.93009 4.58431 2.42270
H: -0.02430 3.21546 3.04169
H: -2.48764 2.97205 1.27255
H: -2.48560 2.88781 3.02104
H: -3.39194 0.62614 2.90423
H: -2.62653 -0.55756 1.81869
H: -3.46959 0.84058 1.13603
H: -1.46142 1.89049 4.58719
H: 0.17452 1.08360 6.23560
H: 1.94594 -0.51247 5.52537
H: 1.97139 -1.34705 3.21142
H: 1.43741 4.61485 3.09774
H: 3.83119 4.70886 3.55921
H: 5.43421 3.73313 1.91529
H: 4.57951 2.71423 -0.15385
C: -3.42935 4.91899 -1.94144
C: -3.57162 4.07465 -0.83297
N: -3.16434 2.84309 -1.09941
N: -2.75993 2.86018 -2.40130
C: -2.91059 4.09910 -2.91690
B: -2.51059 1.54514 -3.20536
N: -3.13003 0.33264 -2.45472
C: -4.40627 -0.06437 -2.65489
C: -4.68295 -1.07789 -1.76402
C: -3.50084 -1.22352 -1.02826
N: -2.57662 -0.36965 -1.43850
N: -1.01392 1.39866 -3.49730
C: -0.30848 2.28123 -4.25315
C: 0.91582 1.72729 -4.51650
C: 0.87906 0.48178 -3.86946
N: -0.28210 0.27626 -3.26806
N: -3.24381 1.62085 -4.55668
C: -3.02220 0.75398 -5.57308
C: -3.89217 1.06312 -6.58855
C: -4.62223 2.15696 -6.08819
N: -4.23035 2.48948 -4.86950
H: -3.68501 5.96056 -2.02252
H: -3.93885 4.31828 0.15294
H: -2.68853 4.30217 -3.94899
H: -5.02147 0.39948 -3.40717
H: -5.60002 -1.63106 -1.66400
H: -3.27770 -1.90719 -0.22353
H: -0.73518 3.22081 -4.55958
H: 1.73036 2.16060 -5.06907
H: 1.65316 -0.26683 -3.80370
H: -2.27167 -0.01674 -5.48906
H: -3.98806 0.57585 -7.54315
H: -5.41155 2.71846 -6.56302
C: -0.48303 -3.81526 3.55814
Si: 1.25005 -4.06681 2.87425
C: 2.56911 -3.66230 4.16593
C: 1.50559 -5.86871 2.39671
Ge: 1.49007 -2.79203 0.84922
Si: 3.67202 -1.99455 0.29086
C: 3.73542 -1.58024 -1.54480
C: 4.89660 -3.36201 0.70105
C: 4.02696 -0.45615 1.29196
Si: 0.34648 -3.96607 -0.89302
C: 1.47416 -5.37942 -1.40493
C: -0.03168 -2.89241 -2.37046
C: -1.27074 -4.62119 -0.19852
H: -0.48602 -3.93167 4.64467
H: -1.17311 -4.54849 3.13525
H: -0.87113 -2.82115 3.32941
H: 2.13115 -3.14688 5.02278
H: 3.37454 -3.03418 3.78026
H: 3.02394 -4.58776 4.52646
H: 1.43188 -6.49610 3.28942
H: 2.49734 -6.02612 1.96536
H: 0.76687 -6.22104 1.67580
H: 4.52788 -2.14079 -2.04621
H: 3.92709 -0.51215 -1.67314
H: 2.79759 -1.80051 -2.05586
H: 4.65930 -4.28669 0.16904
H: 4.91172 -3.58518 1.77008
H: 5.90609 -3.06159 0.40793
H: 3.25942 0.29956 1.10304
H: 4.98401 -0.02061 0.99106
H: 4.07165 -0.64205 2.36689
H: 2.40331 -4.99550 -1.83373
H: 0.98656 -5.99429 -2.16611
H: 1.73652 -6.02997 -0.56837
H: 0.87089 -2.52530 -2.86232
H: -0.64134 -2.02198 -2.12010
H: -0.59095 -3.48294 -3.10310
H: -1.12908 -5.28287 0.65730
H: -1.81238 -5.17632 -0.96912
H: -1.90490 -3.79249 0.12440

For the frontier orbital gap, the calculation gives 7.2675 eV. The lowest unoccupied orbital energy comes out at 0.018 hartree. Its highest occupied orbital energy is -0.249 Ha. The largest force on an atom is 0.9 eV/Å. The multiplicity is 1. The net charge is 0. As for the energy above the lowest of the compared OMol25 structures with the same formula, charge and spin: 0.0 kcal/mol.


[3]
C37H57Br2N4RuSbSi3 | wB97M-V/def2-TZVPD

Element x y z (Å)
Ru: 1.14878 0.03027 -0.89764
C: -0.77462 -1.04443 5.65136
C: 0.72728 -1.11313 5.32226
C: 1.46638 -0.08973 6.18476
C: 1.26248 -2.51453 5.65726
C: 0.89628 -0.84083 3.84756
C: 1.66258 0.21947 3.33306
C: 1.67078 0.45117 1.97626
N: 1.01078 -0.29813 1.08796
C: 0.32528 -1.38073 1.54406
C: 0.25028 -1.64123 2.91036
C: -0.27122 -2.23753 0.52356
C: -1.02532 -3.37373 0.82296
C: -1.52502 -4.19803 -0.17904
C: -1.20502 -3.82683 -1.49604
C: -0.47112 -2.68373 -1.73234
N: -0.02492 -1.88363 -0.76164
C: -2.37762 -5.41253 0.10976
C: -2.57332 -5.67323 1.60506
C: -1.72302 -6.65393 -0.51504
C: -3.75822 -5.17893 -0.52754
H: -0.91172 -1.20873 6.71546
H: -1.34552 -1.80123 5.12116
H: -1.17692 -0.06433 5.40366
H: 1.27318 -0.30413 7.23196
H: 1.12038 0.92207 5.98516
H: 2.54108 -0.14483 6.02976
H: 1.13998 -2.69303 6.72146
H: 2.32078 -2.58963 5.42096
H: 0.73138 -3.29733 5.12406
H: 2.23968 0.86237 3.97526
H: 2.21568 1.29357 1.55846
H: -0.31692 -2.48893 3.25186
H: -1.21822 -3.61553 1.85346
H: -1.51572 -4.41903 -2.34124
H: -0.22062 -2.39593 -2.74674
H: -1.62872 -5.87393 2.10456
H: -3.19612 -6.55523 1.72596
H: -3.08162 -4.84873 2.09996
H: -0.73052 -6.81693 -0.10024
H: -1.64182 -6.56883 -1.59504
H: -2.33262 -7.52493 -0.29164
H: -4.24382 -4.30853 -0.08944
H: -4.38182 -6.04843 -0.34274
H: -3.68482 -5.03653 -1.60234
Br: 2.32088 -0.47133 -7.45034
C: 1.98608 -0.27563 -5.59164
C: 0.65058 -0.29283 -5.11064
C: 0.45808 -0.11653 -3.76544
N: 1.44678 0.03257 -2.87454
C: 2.75968 -0.00343 -3.31824
C: 3.01788 -0.11513 -4.69974
C: 3.77628 -0.00623 -2.31424
C: 5.15088 -0.12503 -2.60384
C: 6.06738 -0.24783 -1.58624
Br: 7.92388 -0.41653 -1.96954
C: 5.61268 -0.26873 -0.25354
C: 4.26088 -0.13073 -0.03374
N: 3.35678 0.03017 -1.00224
H: -0.18082 -0.43683 -5.77854
H: -0.54442 -0.07493 -3.34824
H: 4.03218 -0.10963 -5.05664
H: 5.48538 -0.14563 -3.62444
H: 6.29558 -0.38363 0.56886
H: 3.88958 -0.14353 0.98496
C: -0.91452 2.68777 2.74896
Si: -0.23142 3.88827 1.44036
C: 1.60958 4.37137 1.39956
C: -1.42072 5.32907 1.14196
Sb: -0.30582 2.09187 -0.90384
Si: 0.34658 4.02327 -3.13214
C: 2.21588 4.02947 -2.80364
C: -0.68402 5.52377 -2.60984
C: -0.32572 3.17077 -4.68524
Si: -3.06762 1.40617 -1.14614
C: -3.35992 0.77687 -2.91994
C: -3.93152 3.06347 -0.80844
C: -3.23682 0.10157 0.23116
H: -0.77362 3.11157 3.73976
H: -0.43932 1.71137 2.74276
H: -1.98512 2.55037 2.61486
H: 1.89908 4.81437 2.34986
H: 1.78738 5.12667 0.63626
H: 2.27998 3.53597 1.21086
H: -1.41252 5.96007 2.02756
H: -2.44602 5.00597 0.99596
H: -1.13792 5.95857 0.30616
H: 2.45748 4.51997 -1.86354
H: 2.73318 4.57497 -3.58944
H: 2.62688 3.02097 -2.78024
H: -0.24712 6.06827 -1.77884
H: -1.70462 5.25517 -2.35214
H: -0.74262 6.21647 -3.44634
H: 0.10208 2.18767 -4.85934
H: -0.09042 3.77947 -5.55484
H: -1.40822 3.07777 -4.65244
H: -3.10852 1.52687 -3.66604
H: -4.41892 0.55677 -3.04134
H: -2.82242 -0.13943 -3.15184
H: -3.51932 3.87747 -1.39634
H: -3.89822 3.34087 0.24036
H: -4.98022 2.97487 -1.07964
H: -2.56462 -0.74133 0.08196
H: -4.25182 -0.28783 0.24636
H: -3.04082 0.52397 1.21396

For the frontier orbital gap (alpha / beta), the calculation gives 5.4644 / 5.7486 eV. The lowest unoccupied orbital energy (alpha / beta) comes out at -0.360 / -0.348 hartree. Its highest occupied orbital energy (alpha / beta) is -0.561 / -0.559 Ha. The largest force on an atom is 3.3 eV/Å. The multiplicity is 2. The expectation value of S² is 0.781. The net charge is +3. As for the energy above the lowest of the compared OMol25 structures with the same formula, charge and spin: 33.1 kcal/mol.


[4]
C37H57N7O3P | wB97M-V/def2-TZVPD

Element x y z (Å)
C: 1.18690 2.82155 -2.14371
O: 0.10292 2.01759 -2.57663
C: 0.25885 0.68363 -2.12117
C: 1.19532 -0.13915 -3.00218
C: 1.82034 -1.34240 -2.27794
C: 3.31243 -1.50430 -2.56453
C: 4.09001 -2.39242 -1.57824
C: 5.10424 -1.67093 -0.69219
C: 4.56906 -0.93980 0.54345
C: 5.45853 0.26899 0.96623
O: 4.68224 1.41356 0.86083
P: 3.01448 1.05407 1.26561
O: 3.27560 -0.45627 0.35772
H: 2.08537 2.22766 -1.96292
H: 0.93634 3.30298 -1.19348
H: 1.41958 3.59593 -2.87543
H: -0.74194 0.24224 -2.11725
H: 0.62746 0.68400 -1.08704
H: 1.98743 0.51709 -3.37227
H: 0.63062 -0.47022 -3.87820
H: 1.31913 -2.24983 -2.63871
H: 1.64870 -1.27888 -1.20095
H: 3.78447 -0.52076 -2.62978
H: 3.39922 -1.95165 -3.56159
H: 4.65393 -3.12816 -2.16065
H: 3.39019 -2.96606 -0.96049
H: 5.68522 -0.98023 -1.31443
H: 5.81654 -2.41881 -0.32278
H: 4.57358 -1.66515 1.37682
H: 5.82760 0.11960 1.99293
H: 6.33125 0.36570 0.30929
H: 2.82057 2.26157 2.04899
H: 2.61856 1.76342 0.08427
H: 1.63831 0.66852 1.53613
H: 3.49699 0.38823 2.47330
N: 1.96648 -0.80699 4.35663
C: 0.74025 -0.85168 3.77331
C: -0.13624 -0.19075 4.59456
C: 0.59463 0.24792 5.73518
C: 1.89690 -0.14368 5.54672
H: 2.80838 -1.13286 3.91535
H: 0.61164 -1.29333 2.80031
H: -1.17518 0.00178 4.38044
H: 0.21123 0.82372 6.56128
H: 2.77995 0.03074 6.13691
N: -2.79830 0.30932 2.04112
C: -4.15366 0.51891 2.01436
C: -4.36565 1.87154 2.10466
C: -3.08909 2.49623 2.18662
C: -2.14355 1.50761 2.14143
H: -2.34703 -0.58588 1.98980
H: -4.84422 -0.30293 1.93064
H: -5.32709 2.35876 2.11278
H: -2.87824 3.54938 2.27630
H: -1.06758 1.55669 2.18247
N: -3.51308 1.37535 5.65618
C: -2.89170 1.06669 6.82806
C: -3.24425 2.01394 7.75558
C: -4.13377 2.92195 7.10963
C: -4.26539 2.49894 5.81084
H: -3.41095 0.87091 4.79089
H: -2.23081 0.21911 6.89661
H: -2.89173 2.06151 8.77261
H: -4.59725 3.79451 7.53928
H: -4.81644 2.90471 4.98036
N: -1.97983 5.85778 1.59813
C: -2.31232 5.57274 0.29808
C: -1.64217 4.43473 -0.06200
C: -0.88087 4.01368 1.06110
C: -1.10642 4.91200 2.06806
H: -2.31834 6.64086 2.12421
H: -2.99227 6.19935 -0.25325
H: -1.69214 3.94040 -1.01912
H: -0.22683 3.15712 1.11557
H: -0.72007 4.95608 3.07209
N: -1.03453 -3.92891 -1.81666
C: -2.29924 -3.58801 -2.20376
C: -2.76776 -4.57820 -3.02808
C: -1.73686 -5.55263 -3.14362
C: -0.68055 -5.11953 -2.38412
H: -0.44086 -3.37341 -1.22506
H: -2.75503 -2.67231 -1.86763
H: -3.73463 -4.60077 -3.50315
H: -1.76900 -6.46201 -3.72098
H: 0.28752 -5.55431 -2.20349
N: -4.15789 -7.71775 -2.29738
C: -5.42755 -7.38447 -2.67173
C: -5.91770 -8.40060 -3.45064
C: -4.89712 -9.38510 -3.54953
C: -3.82413 -8.93117 -2.82696
H: -3.54763 -7.13860 -1.74691
H: -5.87275 -6.45637 -2.35677
H: -6.89582 -8.43294 -3.90086
H: -4.94393 -10.31584 -4.08995
H: -2.85624 -9.36750 -2.64877
N: 3.12040 4.96909 -6.49913
C: 4.07446 5.94344 -6.37898
C: 4.65609 5.80707 -5.14673
C: 4.02874 4.70739 -4.49840
C: 3.08681 4.21256 -5.35913
H: 2.53047 4.83151 -7.29783
H: 4.25608 6.64663 -7.17365
H: 5.44290 6.42687 -4.75017
H: 4.24130 4.32574 -3.51352
H: 2.39739 3.39198 -5.25320

For the frontier orbital gap, the calculation gives 6.8945 eV. The lowest unoccupied orbital energy comes out at 0.080 hartree. Its highest occupied orbital energy is -0.174 Ha. The largest force on an atom is 0.7 eV/Å. The multiplicity is 1. The net charge is -1.


Which of these has the lowest net charge?
C37H57N7O3P


Look up the net charge of the second one.
0


The highest multiplicity belongs to which entry?
C37H57Br2N4RuSbSi3


The highest net charge belongs to which entry?
C37H57Br2N4RuSbSi3